(1)
Below is a structure of composition C22H42Cl3N2O4SSiSn, with properties calculated with ωB97M-V/def2-TZVPD.

```
76
Properties=species:S:1:pos:R:3:mulliken_charge:R:1
C -2.25272 0.60527 -7.49318 -1.449
C -1.68848 -0.52002 -8.30284 0.138
H -2.01708 1.57143 -7.95604 0.393
H -1.87094 0.57557 -6.46705 0.233
H -3.34862 0.53746 -7.44856 0.273
C -1.44672 -0.43015 -9.62207 0.212
C -1.73558 0.76305 -10.46834 -1.482
H -1.05561 -1.29225 -10.16297 0.284
H -1.34793 1.68935 -10.02150 0.341
H -2.81202 0.89777 -10.65129 0.291
H -1.26033 0.63522 -11.44895 0.368
Sn -0.51729 -0.28097 -1.07436 0.082
Cl -1.98158 -1.30675 0.50820 -0.548
Cl -2.03034 -0.13623 -2.92681 -0.481
C -0.14687 -3.23607 -1.38489 0.032
O 0.48066 -2.11961 -1.33616 -0.528
N 0.52121 -4.35505 -1.57256 0.403
C 1.98339 -4.36609 -1.72663 -0.929
C -0.20730 -5.58021 -1.86731 -0.922
H -1.23796 -3.28749 -1.26871 0.245
H 2.44696 -3.85289 -0.87000 0.298
H 2.28483 -3.88615 -2.66678 0.160
H 2.27885 -5.42173 -1.74225 0.376
H -1.16210 -5.53752 -1.33970 0.347
H 0.37964 -6.43928 -1.53548 0.321
H -0.40544 -5.68906 -2.94118 0.290
H 0.66709 4.34130 -2.00085 0.289
H 0.43622 2.37106 -4.33756 0.305
C 1.71148 4.00371 -2.10193 -0.902
C 1.50496 2.55579 -4.14717 -0.957
N 1.77447 2.67415 -2.71188 0.434
H 2.16671 3.92047 -1.10427 0.254
C 1.73188 1.61893 -1.90238 -0.892
O 1.24157 0.48688 -2.19409 0.292
H 2.11104 1.74502 -4.56993 0.233
H 2.12374 1.78876 -0.88532 0.111
H 2.25057 4.71751 -2.72443 0.337
H 1.77666 3.50673 -4.61951 0.358
O -0.32986 -1.33658 -6.55823 -0.102
C -1.31107 -1.76426 -7.50262 0.270
C 0.36691 -2.94613 -9.04185 0.022
C -0.86174 -2.92975 -8.36966 -0.123
H 1.05204 -2.09612 -8.94363 0.855
C 0.68526 -4.03628 -9.86462 -1.081
H -2.20076 -2.04960 -6.91321 0.317
C -1.75532 -3.99536 -8.51648 -0.280
H 1.66835 -4.05968 -10.34770 0.387
C -0.24745 -5.04805 -10.08772 -0.409
C -1.46820 -5.02955 -9.40896 -0.670
H -2.68281 -3.96664 -7.94277 0.396
H -0.01388 -5.86245 -10.77914 0.356
H -2.20758 -5.81194 -9.57378 0.380
Si 0.88414 -2.16596 -5.72004 0.054
Cl -0.71366 2.10201 -0.49687 -0.400
C 2.53466 -2.06261 -6.60391 -1.234
C 0.40052 -3.95399 -5.54602 -0.856
C 1.01457 -1.13070 -4.20395 0.937
H 2.56711 -2.68395 -7.50602 0.379
H 3.31871 -2.40865 -5.91245 0.407
H 2.75458 -1.02236 -6.88228 0.290
H 1.24566 -0.08886 -4.47005 -0.787
H 1.77949 -1.52464 -3.52394 0.232
H 0.01921 -1.11508 -3.72747 -0.558
H 0.18564 -4.42046 -6.51796 0.306
H -0.49140 -4.06260 -4.91394 0.222
H 1.23318 -4.50394 -5.08868 0.486
C 0.01836 0.86764 2.64113 -0.963
S 1.46301 0.65257 1.58774 0.783
C 2.41105 -0.37887 2.71507 -0.986
O 1.01744 -0.39130 0.52917 -0.123
H 0.32810 1.22527 3.63261 0.420
H -0.49091 -0.10439 2.70279 0.233
H -0.62707 1.61718 2.17376 0.270
H 1.82680 -1.26868 2.96752 0.272
H 3.35712 -0.65356 2.23084 0.310
H 2.62664 0.20512 3.61640 0.382
```

Output
Total charge   -1
E   -96780.046 eV
Frontier orbital gap (spin up / spin down)   2.8 / 2.8 eV



(2)
Below is a cluster of 2 separate species, C2H3NOS3 in total, with properties calculated with ωB97M-V/def2-TZVPD.

```
10
Properties=species:S:1:pos:R:3:mulliken_charge:R:1
C -1.61730 0.92645 1.39747 0.486
C 0.88000 -0.29193 -0.00867 -0.098
N 0.29503 -1.15640 -0.80425 0.174
O -0.34909 -2.16719 -0.47187 -0.562
S -1.02687 1.37289 2.74900 -0.263
S -2.13920 0.42039 0.00120 -0.188
S 1.69671 1.10755 -0.56576 -0.136
H 0.80676 -0.33623 1.14933 0.382
H 0.42461 -0.82722 -1.77156 0.126
H 1.02935 0.95169 -1.67489 0.080
```

Output
Total charge   0
E   -38162.619 eV
Frontier orbital gap (spin up / spin down)   8.0 / 8.0 eV



(3)
Below is a cluster of 10 separate species, C42H61N10O2 in total, with properties calculated with ωB97M-V/def2-TZVPD.

```
115
Properties=species:S:1:pos:R:3:mulliken_charge:R:1
C 3.82014 -1.10761 3.88369 -0.949
O 3.44429 -2.01143 2.80161 -0.396
C 2.09522 -1.56178 2.34301 0.305
C 1.87935 -2.34883 1.09109 -3.004
N 0.70083 -1.77516 0.35825 1.811
H 0.33526 -2.53152 -0.38631 -0.470
H -0.08989 -1.64051 1.02652 -0.106
C 1.03646 -0.48780 -0.39108 0.265
C -0.06640 0.20748 -1.02985 1.425
O 0.56755 1.30962 -1.61352 -0.277
C -0.08499 2.24372 -2.58349 -1.011
H 4.21280 -0.27063 3.47535 0.255
H 4.47975 -1.53747 4.59592 0.345
H 2.91194 -0.79206 4.44868 0.309
H 2.17567 -0.50857 2.21693 0.248
H 1.25942 -2.00989 2.87196 0.257
H 1.65183 -3.26181 1.29308 1.153
H 2.53765 -2.50757 0.42614 1.492
H 1.82747 -0.83009 -1.22719 0.031
H 1.64908 0.18515 0.37797 -0.772
H -0.99487 0.40345 -0.41799 0.002
H -0.31545 -0.31795 -1.93142 -0.835
H -0.81125 2.92787 -2.15468 0.518
H -0.61558 1.65416 -3.31199 0.262
H 0.69532 2.90419 -2.86905 0.140
N 0.51867 -5.38838 4.65767 -0.029
C 0.59292 -6.33417 3.61098 -0.619
C 1.70823 -6.04366 2.91528 -0.792
C 2.35235 -4.90678 3.62474 -0.803
C 1.54337 -4.52748 4.61814 -0.385
H -0.31188 -5.37583 5.37952 0.292
H -0.18895 -7.10601 3.57881 0.402
H 2.08155 -6.67419 2.17331 0.652
H 3.20900 -4.38535 3.57921 0.917
H 1.61363 -3.72365 5.39231 0.396
N 4.46607 0.44149 -0.81360 0.023
C 3.92160 1.58504 -0.39613 -0.520
C 4.24210 1.68826 0.87730 -0.111
C 5.26342 0.60497 1.19005 -1.040
C 5.38249 -0.19215 0.09629 -0.376
H 4.56140 0.17457 -1.72445 0.236
H 3.14773 2.21120 -1.01374 0.307
H 3.84658 2.45466 1.60987 0.683
H 5.84955 0.38036 2.01554 0.640
H 6.07024 -1.14878 -0.03324 0.306
N -0.18137 -4.01129 -2.13325 -0.064
C 1.16382 -3.85278 -2.24064 -0.228
C 1.67715 -4.58474 -1.16907 -0.784
C 0.53967 -5.40691 -0.59653 -0.649
C -0.54285 -4.91240 -1.19338 -1.168
H -0.83935 -3.67145 -2.78397 0.785
H 1.55763 -3.24226 -3.15573 0.364
H 2.80426 -4.65860 -0.88637 0.370
H 0.69679 -6.30594 -0.14558 0.816
H -1.54466 -5.14841 -1.11558 0.617
N 1.99641 6.72950 -0.48511 -0.075
C 1.76085 6.64436 -1.85834 -0.742
C 1.46156 5.35960 -2.10684 -0.822
C 1.51998 4.66370 -0.77863 1.212
C 1.82947 5.53933 0.18683 -1.059
H 2.31294 7.62456 -0.19577 0.181
H 1.91653 7.64787 -2.22229 0.414
H 1.26216 4.80641 -3.00994 0.453
H 1.47870 3.51512 -0.66229 -0.414
H 1.77821 5.41835 1.15182 0.821
N -2.01075 -3.53531 -4.49173 -0.081
C -2.72342 -2.81542 -3.57529 -0.736
C -2.15722 -1.55801 -3.62851 0.530
C -0.84675 -1.73736 -4.44574 -0.741
C -0.90344 -2.96982 -5.02912 -0.918
H -2.27220 -4.55700 -4.82105 0.311
H -3.87479 -3.15535 -3.30200 0.279
H -2.42929 -0.54898 -3.13768 0.073
H -0.24657 -0.89929 -4.71031 0.534
H -0.15749 -3.26889 -5.56827 0.582
N -3.63200 2.73339 -0.78391 0.612
C -4.09901 2.26871 0.38846 -0.260
C -4.47011 0.93671 0.23049 -0.929
C -4.13907 0.59753 -1.21051 -0.593
C -3.56057 1.66616 -1.78933 -0.870
H -3.29411 3.64913 -1.02111 0.008
H -3.99102 3.11636 1.28648 0.425
H -4.82843 0.23269 0.89277 0.740
H -4.48240 -0.36550 -1.59477 0.565
H -3.04052 1.60639 -2.72325 0.701
N -2.33978 -1.35344 0.73717 0.588
C -1.93337 -1.03657 1.98369 -0.931
C -1.60341 -2.15836 2.55009 -0.335
C -1.75249 -3.30184 1.58344 -0.665
C -2.33835 -2.68417 0.48433 -0.587
H -2.83344 -0.64306 0.21731 -0.207
H -2.00804 0.03041 2.17036 0.375
H -1.43785 -2.24245 3.64699 0.423
H -1.34942 -4.38926 1.60954 0.285
H -2.57400 -3.08849 -0.42608 0.753
N -3.53546 5.69883 -1.39157 -0.277
C -4.76651 5.34291 -1.84777 -0.248
C -4.57251 4.84844 -3.19158 -0.629
C -3.04174 5.00113 -3.52207 -0.537
C -2.44855 5.44384 -2.32668 -0.681
H -3.27339 6.06120 -0.42095 0.248
H -5.76169 5.45255 -1.29492 0.373
H -5.50544 4.65957 -3.76490 0.372
H -2.36659 4.87399 -4.35433 0.473
H -1.53806 5.69896 -2.08399 0.870
N -0.88354 2.31928 3.92239 0.049
C 0.48217 2.06101 3.79995 -0.880
C 0.93909 2.31374 2.53556 -0.469
C -0.39526 2.68039 1.82150 0.655
C -1.40057 2.76071 2.73036 -1.607
H -1.48297 2.13726 4.68959 0.214
H 0.95962 1.61327 4.62090 0.539
H 1.89944 2.30928 2.17484 0.563
H -0.51299 2.93453 0.69126 -0.033
H -2.28531 3.03708 2.45913 0.872
```

Output
Total charge   +1
E   -63519.184 eV
Frontier orbital gap   8.9 eV



Which maximum force belongs to each record? In order, 0.102, 0.061, 0.169 Eh/bohr.